# 1
Molecular formula: C22H43ClF5NO8Si
Method: DFT, the ωB97M-V functional and the def2-TZVPD basis

```
81
Properties=species:S:1:pos:R:3:forces:R:3
N 0.503 4.898 1.657 -0.494 -0.252 -0.093
C -0.544 4.341 0.743 1.305 0.318 0.341
Si -0.278 2.458 0.619 -0.549 0.049 -0.100
Cl 1.675 2.030 1.202 -0.367 0.268 -0.232
C -0.517 1.729 -1.099 0.875 0.227 -0.204
C 0.539 2.173 -2.142 -0.870 0.073 0.159
C 0.072 3.454 -2.843 0.031 -0.522 0.088
C 1.161 4.205 -3.590 -1.229 0.258 1.331
F 2.319 3.571 -3.538 1.455 -0.763 -0.100
F 0.821 4.318 -4.870 -0.334 0.306 -1.425
C 1.431 5.626 -3.052 0.762 -1.158 -1.584
F 0.347 6.273 -2.764 -1.902 0.899 0.536
F 2.080 6.306 -3.968 0.628 0.952 -1.322
F 2.212 5.584 -2.019 0.846 -0.271 2.244
H 1.279 5.226 1.100 0.110 0.094 0.231
H 0.124 5.660 2.202 0.153 0.155 -0.144
H -1.502 4.570 1.195 -0.377 -0.212 -0.103
H -0.479 4.869 -0.211 -0.349 -0.136 -0.182
H -1.276 1.823 1.497 0.234 -0.049 0.186
H -0.406 0.653 -0.986 -0.220 -0.209 0.196
H -1.506 1.922 -1.515 -0.224 -0.049 0.214
H 0.566 1.404 -2.904 0.438 -0.208 -0.134
H 1.520 2.260 -1.689 0.168 0.073 0.009
H -0.646 3.149 -3.596 -0.200 0.060 -0.185
H -0.485 4.094 -2.171 0.149 0.281 0.203
O -0.304 -0.707 2.184 -0.052 -0.210 -0.012
C 0.569 -1.507 2.399 0.260 0.275 0.072
O 0.235 -2.730 2.853 -0.377 -0.103 -0.100
C 1.170 -3.803 2.986 0.289 -0.102 0.110
C 1.907 -3.730 4.310 -0.011 0.128 0.071
C 2.027 -1.145 2.245 0.144 -0.447 -0.398
H 1.844 -3.840 2.130 -0.006 0.060 0.007
H 0.580 -4.718 2.952 -0.146 0.104 -0.098
H 2.497 -2.818 4.392 0.072 -0.038 -0.052
H 2.577 -4.584 4.425 -0.001 0.002 -0.029
H 1.197 -3.726 5.139 -0.022 -0.062 -0.030
H 2.362 -0.621 3.139 -0.042 0.039 -0.008
H 2.122 -0.484 1.388 -0.070 0.054 0.159
H 2.676 -1.998 2.059 -0.018 -0.025 0.151
O 2.598 -3.584 -0.933 -0.157 -0.045 0.099
C 1.722 -4.252 -1.421 0.205 -0.125 -0.174
O 0.807 -4.814 -0.616 -0.019 0.283 0.381
C -0.373 -5.482 -1.076 -0.156 -0.282 -0.172
C -0.094 -6.925 -1.431 0.357 -0.012 -0.305
C 1.681 -4.533 -2.905 -0.366 0.296 -0.135
H -0.836 -4.930 -1.896 0.103 0.031 -0.034
H -1.071 -5.444 -0.241 0.131 0.077 0.089
H 0.618 -7.008 -2.255 -0.113 0.092 -0.098
H -1.015 -7.432 -1.718 -0.011 -0.004 0.061
H 0.336 -7.441 -0.580 -0.100 -0.004 0.064
H 2.362 -5.353 -3.125 0.004 -0.004 0.014
H 2.015 -3.641 -3.430 0.196 -0.045 0.076
H 0.691 -4.776 -3.284 0.033 -0.164 0.061
O -0.989 -8.065 1.146 0.035 0.067 0.259
C -1.037 -8.045 2.348 -0.174 -0.321 0.062
O 0.000 -7.533 3.036 0.126 0.315 -0.209
C -0.026 -7.315 4.450 0.001 -0.171 0.275
C 0.337 -8.573 5.211 -0.034 -0.135 -0.061
C -2.197 -8.659 3.096 -0.217 0.402 0.160
H -0.986 -6.899 4.761 -0.037 -0.064 -0.040
H 0.720 -6.546 4.646 0.022 0.020 -0.196
H -0.378 -9.375 5.027 -0.057 0.042 0.061
H 0.367 -8.377 6.283 0.009 0.015 -0.008
H 1.314 -8.936 4.892 0.028 0.076 0.032
H -2.040 -9.735 3.166 0.010 -0.001 -0.015
H -3.106 -8.468 2.531 0.076 -0.138 -0.143
H -2.350 -8.252 4.093 0.104 -0.117 0.043
O -4.012 11.429 -3.667 -0.005 -0.193 0.031
C -3.114 10.661 -3.458 0.169 0.261 0.116
O -3.401 9.408 -3.049 -0.305 -0.088 -0.133
C -2.424 8.371 -2.933 0.220 -0.062 0.120
C -1.701 8.425 -1.603 -0.064 0.206 0.128
C -1.668 11.093 -3.565 0.127 -0.251 -0.389
H -1.738 8.389 -3.781 0.026 0.061 0.029
H -2.982 7.438 -3.006 -0.127 0.089 -0.036
H -1.144 9.356 -1.484 0.059 -0.029 -0.060
H -1.005 7.596 -1.513 -0.005 -0.014 0.032
H -2.416 8.374 -0.781 -0.038 -0.053 -0.045
H -1.384 11.601 -2.645 -0.014 0.004 0.005
H -1.582 11.788 -4.397 -0.110 0.138 0.120
H -0.971 10.280 -3.756 0.004 -0.010 0.164
```
Forces are in eV/Å.

As for the SMILES: NC[Si@H](Cl)CCCC(F)(F)C(F)(F)F.CCOC(C)=O.CCOC(C)=O.CCOC(C)=O.CCOC(C)=O. Its spin multiplicity is 1. The total energy is -2769.830968 hartree. The orbital gap is 9.5954 eV.

Löwdin atomic charge list, values in e, 8 entries:
1 N -0.09
2 C -0.37
3 Si 0.33
4 Cl 0.37
5 C -0.31
6 C -0.24
7 C -0.08
8 C -0.49

# 2
Molecular formula: C30H35Br48N4O4
Method: DFT, the ωB97M-V functional and the def2-TZVPD basis

```
121
Properties=species:S:1:pos:R:3:forces:R:3
N -6.306 -1.294 -1.342 0.097 0.619 -0.414
C -4.991 -1.022 -1.165 3.324 0.309 0.930
N -3.984 -1.977 -1.453 -0.310 1.769 -1.248
C -3.969 -2.607 -2.775 -0.653 -2.883 -1.701
C -4.959 -2.470 -3.815 1.793 -1.197 0.534
C -4.747 -3.207 -5.060 -0.687 -0.034 0.795
N -3.704 -4.013 -5.392 -0.238 2.226 4.241
C -2.761 -4.119 -4.352 -0.272 2.622 2.333
C -2.816 -3.489 -3.052 -2.266 0.689 -1.540
C -2.672 -1.209 -1.487 -1.176 0.600 1.861
C -2.976 -0.114 -0.427 1.335 -0.418 -0.039
C -1.892 1.023 -0.521 1.177 -0.091 -0.014
C -0.674 0.688 -1.494 -0.126 0.991 0.263
C 0.367 1.882 -1.435 -0.077 -0.831 -0.793
O 0.249 2.832 -0.729 0.215 -0.212 -0.031
O 1.436 1.743 -2.318 -1.524 -0.080 0.569
N -4.416 0.145 -0.624 -1.382 -1.678 -2.170
C -4.862 1.454 -1.173 -1.065 1.278 0.353
C -6.422 1.740 -0.949 1.598 -0.939 -0.664
C -7.215 1.916 -2.295 -2.218 -0.566 0.390
O -8.413 2.039 -2.227 0.488 -0.488 0.192
O -6.635 1.961 -3.549 1.131 0.111 1.310
H -6.769 -0.805 -2.108 -0.323 -0.226 0.828
H -6.784 -1.972 -0.751 0.247 0.116 -0.623
H -5.839 -1.819 -3.672 0.661 -0.740 -0.467
H -5.547 -3.090 -5.833 0.912 -0.156 0.658
H -1.868 -4.739 -4.530 -0.634 1.303 0.484
H -2.032 -3.653 -2.282 -0.676 0.010 -0.906
H -1.801 -1.787 -1.115 -0.699 0.197 -0.861
H -2.671 -0.817 -2.532 0.925 -0.101 0.892
H -2.957 -0.574 0.604 0.322 0.363 -1.029
H -1.415 1.113 0.490 -0.659 0.214 -1.000
H -2.254 2.028 -0.833 0.020 -0.803 0.458
H -0.127 -0.234 -1.173 -0.486 0.671 -0.524
H -1.010 0.650 -2.566 0.333 -0.261 0.934
H 1.163 1.083 -2.986 0.438 0.085 0.284
H -4.344 2.289 -0.629 -0.128 -1.118 -0.585
H -4.587 1.468 -2.263 -0.261 0.266 1.018
H -6.832 0.929 -0.304 -0.089 0.651 -0.878
H -6.527 2.693 -0.388 -0.034 -1.076 -0.496
H -7.181 2.542 -4.116 -0.118 -0.580 0.307
C -2.043 3.217 3.467 0.291 0.273 0.175
Br -0.171 3.034 3.035 -0.281 -0.012 -0.019
Br -2.607 5.064 3.458 0.030 -0.322 -0.081
Br -3.140 2.116 2.309 -0.266 0.125 0.298
H -2.180 2.849 4.479 -0.037 -0.019 -0.175
C 2.687 0.161 5.222 0.042 0.061 0.058
Br 1.534 1.320 6.257 0.156 -0.176 -0.163
Br 1.769 -1.446 4.658 0.069 0.210 0.050
Br 3.491 1.088 3.727 -0.153 -0.140 0.160
H 3.497 -0.148 5.876 -0.120 0.003 -0.074
C 3.831 -2.792 8.121 -0.081 -0.152 0.018
Br 4.863 -3.047 6.506 0.058 0.379 0.240
Br 4.400 -3.990 9.526 0.004 0.233 -0.265
Br 3.843 -0.944 8.697 0.023 -0.194 -0.070
H 2.802 -3.044 7.884 0.136 0.084 0.003
C 4.727 2.409 -3.413 -0.139 0.076 0.082
Br 5.183 0.908 -2.282 -0.078 0.185 -0.336
Br 5.549 4.047 -2.800 -0.046 -0.291 -0.107
Br 5.131 2.054 -5.275 0.042 0.058 0.256
H 3.653 2.545 -3.341 0.146 -0.024 0.006
C -3.013 0.255 -6.766 0.336 -0.042 -0.140
Br -3.281 1.550 -5.348 0.038 -0.133 -0.021
Br -1.510 0.720 -7.889 -0.214 -0.027 0.227
Br -2.867 -1.543 -6.066 0.591 1.564 -0.987
H -3.898 0.282 -7.393 0.099 0.015 0.129
C -7.255 5.980 -0.901 -0.092 0.338 0.149
Br -6.915 7.650 -1.810 -0.045 -0.276 0.080
Br -9.083 5.850 -0.294 0.289 -0.033 -0.158
Br -6.750 4.453 -1.987 0.288 2.522 -0.273
H -6.624 5.964 -0.019 -0.050 -0.032 -0.154
C -2.008 -7.893 -5.783 0.168 0.000 -0.449
Br -3.420 -9.188 -6.040 0.181 0.200 0.095
Br -2.677 -6.071 -5.868 -0.043 -4.648 -2.371
Br -1.027 -8.214 -4.143 -0.128 0.083 -0.122
H -1.307 -8.021 -6.602 -0.062 -0.102 0.164
C 7.411 0.156 2.327 -0.070 0.007 0.148
Br 9.201 0.331 1.617 -0.217 -0.034 0.034
Br 6.069 0.561 0.995 0.283 -0.048 0.178
Br 7.126 -1.578 3.134 0.024 0.181 -0.123
H 7.308 0.894 3.116 0.009 -0.094 -0.108
C -9.785 10.906 -1.253 0.011 0.028 -0.050
Br -11.104 9.512 -1.488 0.163 0.172 0.057
Br -10.568 12.668 -1.391 0.092 -0.265 0.052
Br -8.798 10.687 0.396 -0.145 0.019 -0.172
H -9.073 10.810 -2.065 -0.104 0.007 0.119
C 1.760 -1.543 -5.459 0.347 -0.111 -0.257
Br 0.382 -1.131 -4.161 0.126 -0.077 -0.080
Br 2.204 0.001 -6.526 -0.130 -0.204 0.210
Br 3.324 -2.305 -4.621 -0.262 0.175 -0.058
H 1.357 -2.297 -6.128 -0.042 0.123 0.130
C 8.268 -5.679 11.031 0.061 0.034 -0.042
Br 8.559 -3.948 10.220 -0.076 -0.239 0.077
Br 6.474 -5.847 11.735 0.216 -0.045 -0.024
Br 8.699 -7.122 9.819 -0.098 0.204 0.138
H 8.948 -5.755 11.872 -0.116 0.005 -0.111
C 10.868 2.301 4.619 0.048 -0.044 -0.044
Br 9.527 2.653 5.968 0.150 -0.035 -0.169
Br 11.155 3.832 3.474 -0.048 -0.202 0.174
Br 12.521 1.666 5.396 -0.234 0.121 -0.084
H 10.485 1.503 3.991 0.056 0.117 0.084
C 8.844 1.315 -4.632 0.003 0.053 0.027
Br 8.840 -0.423 -5.480 0.000 0.215 0.116
Br 9.134 1.182 -2.725 0.003 -0.001 -0.206
Br 10.103 2.521 -5.468 -0.151 -0.188 0.117
H 7.856 1.740 -4.773 0.141 -0.068 0.017
C 5.096 -6.611 4.276 0.022 -0.100 -0.012
Br 3.766 -6.259 5.634 0.051 -0.323 -0.227
Br 5.375 -5.081 3.125 -0.007 -0.079 0.169
Br 6.754 -7.244 5.042 -0.229 0.147 -0.084
H 4.708 -7.410 3.652 0.054 0.135 0.049
C 4.282 -7.643 -0.485 0.076 -0.061 -0.023
Br 2.942 -7.293 0.864 0.126 -0.023 -0.116
Br 4.560 -6.112 -1.633 -0.031 -0.161 0.184
Br 5.937 -8.265 0.297 -0.237 0.142 -0.060
H 3.904 -8.445 -1.110 0.045 0.121 0.093
C -3.586 7.757 6.532 0.036 0.015 0.034
Br -1.786 7.933 5.849 -0.232 -0.015 0.081
Br -4.908 8.152 5.176 0.179 -0.097 0.132
Br -3.881 6.025 7.340 0.036 0.201 -0.134
H -3.703 8.498 7.316 0.004 -0.108 -0.116
```
Forces are in eV/Å.

Its spin multiplicity is 1. The total energy is -125236.228777 hartree. The orbital gap is 6.7780 eV. Its total charge is +1.

Löwdin atomic charge list, values in e, 8 entries:
1 N 0.18
2 C -0.21
3 N 0.06
4 C -0.19
5 C -0.02
6 C -0.24
7 N -0.25
8 C -0.33

# 3
Molecular formula: C33H48CoN5O3Si
Method: DFT, the ωB97M-V functional and the def2-TZVPD basis

```
91
Properties=species:S:1:pos:R:3:forces:R:3
Co 0.457 -0.951 -0.720 0.053 -0.388 0.359
C 7.323 0.171 0.003 0.488 -0.336 -0.851
C 5.861 0.464 -0.209 0.152 0.942 1.369
C 5.159 1.494 0.422 0.936 -0.930 0.007
C 3.747 1.600 0.373 -0.113 0.692 0.143
C 3.146 2.832 0.721 -1.103 -0.089 0.329
N 1.827 3.007 0.585 1.609 -0.640 0.374
C 1.141 4.263 0.503 0.037 0.937 0.066
C -0.113 4.108 -0.351 -0.420 0.294 0.867
C 0.085 3.427 -1.692 -0.255 -0.864 -1.049
N -1.100 3.667 -2.548 0.046 0.105 -0.119
C -2.222 2.998 -2.650 -0.502 -0.193 0.558
C -2.642 1.717 -2.169 -0.516 0.515 -0.556
C -4.051 1.638 -2.071 -1.621 -0.809 0.133
C -4.798 0.515 -1.679 0.245 1.643 0.279
C -6.258 0.576 -1.307 0.366 0.323 0.684
C -4.103 -0.660 -1.493 2.093 -0.093 -0.448
C -2.713 -0.688 -1.684 -0.323 1.094 0.570
C -2.096 -1.964 -1.658 1.956 -0.870 0.772
N -0.809 -2.181 -1.642 -1.440 -1.106 -1.667
C -0.448 -3.547 -2.173 -0.206 0.262 1.495
C 0.898 -3.600 -2.888 -0.380 -1.273 -0.971
C 1.489 -2.278 -3.262 -0.178 0.428 1.588
N 1.854 -1.524 -2.024 1.936 0.624 -1.838
C 3.113 -1.242 -1.923 -1.735 -1.736 -1.391
C 3.733 -0.357 -1.010 1.027 -0.201 0.334
C 5.135 -0.398 -1.006 -1.291 -0.167 -0.437
C 2.960 0.570 -0.240 -0.032 -0.189 -0.654
O 1.670 0.553 -0.238 1.371 1.054 0.506
C -1.890 0.528 -1.915 1.035 -1.142 0.395
O -0.612 0.480 -1.916 -1.573 0.558 -0.180
H 7.739 0.669 0.876 0.002 0.077 -0.070
H 7.482 -0.925 0.117 -0.191 0.738 0.093
H 7.906 0.447 -0.905 -0.219 0.006 0.644
H 5.725 2.200 1.032 -0.198 -0.005 -0.204
H 3.756 3.669 1.126 -0.459 -0.474 -0.667
H 1.319 2.129 0.389 0.106 0.021 -0.222
H 0.836 4.620 1.492 -0.010 -0.112 0.004
H 1.822 5.032 0.110 -0.132 -0.269 -0.081
H -0.826 3.554 0.290 0.101 -0.030 -0.594
H -0.548 5.112 -0.474 0.151 -0.225 -0.102
H 0.931 3.808 -2.285 -0.090 0.033 0.473
H 0.175 2.326 -1.654 0.138 0.439 0.333
H -1.087 4.553 -3.036 -0.103 -0.002 0.093
H -3.050 3.572 -3.121 0.807 -0.344 0.151
H -4.626 2.531 -2.314 0.075 -0.007 0.145
H -6.507 1.580 -0.908 -0.005 -0.660 -0.049
H -6.886 0.394 -2.151 -0.557 -0.155 -0.617
H -6.459 -0.217 -0.554 -0.048 0.693 -0.362
H -4.583 -1.597 -1.221 -0.139 0.140 -0.077
H -2.729 -2.841 -1.574 -0.487 -0.102 -0.529
H -0.426 -4.276 -1.350 -0.061 0.252 -0.028
H -1.248 -3.857 -2.836 -0.066 0.009 -0.169
H 1.598 -4.240 -2.332 -0.037 0.532 -0.100
H 0.722 -4.145 -3.845 0.146 0.249 0.526
H 2.354 -2.428 -3.878 0.556 -0.014 -0.402
H 0.759 -1.677 -3.805 0.009 0.106 0.015
H 3.788 -1.774 -2.610 0.010 0.357 0.049
H 5.686 -1.104 -1.666 -0.641 0.359 0.591
C 2.619 -4.005 0.301 -0.042 0.124 -0.145
Si 1.332 -2.621 0.793 -0.188 -1.000 -0.321
C 2.263 -1.725 2.172 0.396 -0.119 0.509
C -0.115 -3.637 1.591 0.018 0.555 0.034
H 2.820 -4.631 1.174 0.120 0.133 0.240
H 3.596 -3.592 -0.036 -0.567 -0.213 0.098
H 2.266 -4.740 -0.445 0.068 0.482 0.083
H 2.326 -2.408 3.032 0.148 0.151 -0.004
H 1.754 -0.817 2.518 0.183 -0.043 -0.146
H 3.307 -1.488 1.866 -0.645 -0.009 0.163
H 0.112 -3.847 2.640 -0.062 -0.246 0.020
H -0.339 -4.575 1.071 0.206 0.070 0.105
H -1.045 -3.044 1.572 0.217 -0.092 0.019
O -0.773 -0.207 1.097 -1.665 1.821 2.792
C -1.166 0.336 2.165 0.430 -1.803 -2.023
C -1.159 -0.378 3.499 -0.086 -1.350 -0.900
C -2.560 -0.546 4.161 0.207 -0.152 -0.470
C -3.772 -0.224 3.271 -0.075 -0.373 0.004
C -4.044 1.266 3.020 0.220 0.170 -1.205
C -3.139 1.769 1.874 -0.134 -0.316 -0.231
N -1.721 1.620 2.210 0.674 0.557 -0.196
H -0.532 0.190 4.137 0.782 0.530 0.805
H -0.698 -1.372 3.358 -0.063 0.556 -0.002
H -2.578 0.040 5.070 -0.236 0.310 0.202
H -2.648 -1.587 4.498 0.082 0.216 -0.194
H -4.639 -0.662 3.751 -0.248 -0.032 0.221
H -3.691 -0.796 2.315 0.061 0.552 0.406
H -3.894 1.880 3.918 0.011 -0.215 -0.076
H -5.075 1.438 2.675 0.143 -0.200 0.276
H -3.324 2.810 1.597 -0.079 -0.032 0.135
H -3.299 1.159 0.975 -0.154 0.156 0.106
H -1.551 2.056 3.108 -0.043 -0.248 0.185
```
Forces are in eV/Å.

Its spin multiplicity is 4. The total energy is -3457.796384 hartree. The orbital gap (alpha / beta) is 4.0339 / 5.4698 eV. Its total charge is +1.

Löwdin atomic charge list, values in e, 8 entries:
1 Co 0.47
2 C -0.05
3 C -0.27
4 C 0.03
5 C -0.12
6 C 0.04
7 N 0.06
8 C -0.18

Q: total energy of number 1 (C22H43ClF5NO8Si)?
A: -2769.830968 hartree